Molecular formula: C17H17N5O2S
Method: DFT, ωB97M-V/def2-TZVPD

As for the total charge: 0. The frontier orbital gap is 0.3024 Eh. The energy above the lowest of the compared OMol25 structures with the same formula, charge and spin comes out at 475.6 kcal per mole. Its HOMO energy is -8.651 eV.

Last column: Mulliken charge in e.
CARTESIAN COORDINATES (ANGSTROEM)
C  4.26837  2.13056  1.26896  -1.0476
C  4.01641  0.78654  0.64059  0.5191
C  2.97315  0.04829  0.86189  -0.0188
C  3.13257  -1.18407  0.01761  0.2391
N  4.21463  -1.15033  -0.78136  -0.5865
O  4.62465  0.14545  -0.20932  -0.2265
N  2.24441  -2.42577  0.01154  0.1252
C  1.17413  -2.59466  0.39108  0.4582
O  0.72987  -1.97624  1.37776  -0.6947
C  0.48835  -3.84422  -0.08541  -0.8534
H  0.93394  -4.09200  -0.86090  0.4940
H  0.06921  -4.41113  0.60063  0.5382
S  -1.12375  -3.35229  -0.84836  -0.1633
C  -0.51422  -1.57309  -1.33015  0.4658
N  0.49863  -1.52968  -2.25870  -0.8315
N  0.64460  -0.23269  -2.15079  -0.1312
C  -0.17139  0.28673  -1.56110  0.2231
N  -1.08760  -0.49806  -0.92505  0.7078
C  -2.07512  -0.15094  -0.23878  0.1075
C  -3.44772  0.05809  -0.62467  -0.4830
C  -4.56452  0.17509  -0.01086  -0.6565
C  -4.50114  0.16446  1.60934  -1.0043
C  -3.15527  -0.11098  2.06652  -0.6617
C  -2.10403  -0.34396  1.37392  -0.3404
H  -1.08074  -0.47905  1.37691  0.8006
H  -2.96373  -0.30670  3.06982  0.4158
H  -5.23381  0.01695  2.08866  0.6879
H  -5.44548  0.55368  -0.38791  0.4371
H  -3.59361  0.03837  -1.70533  0.3767
C  -0.18162  1.86621  -1.44759  -0.1802
C  -0.53085  2.71767  -0.27479  -0.0660
C  -1.50032  2.70323  -1.51355  -1.1280
H  -2.38939  2.26348  -1.31566  0.2125
H  -1.52223  3.53497  -1.94885  0.5218
H  -0.88794  1.93800  0.61856  0.0271
H  0.10699  3.65831  0.08647  0.2827
H  0.61427  2.32359  -2.28910  0.3504
H  2.60497  -2.79931  -0.71087  0.1370
H  1.97076  0.13078  1.57001  0.1064
H  4.32258  2.94305  0.46277  0.3039
H  5.18618  1.98012  1.97061  0.3012
H  3.25585  2.59152  2.01545  0.2344

Molecular formula: C17H17N6O4RbS2
Method: DFT, ωB97M-V/def2-TZVPD

As for the total charge: -2. The frontier orbital gap is 0.1342 Eh. The energy above the lowest of the compared OMol25 structures with the same formula, charge and spin comes out at 43.1 kcal per mole. Its HOMO energy is -0.418 eV.

Last column: Mulliken charge in e.
CARTESIAN COORDINATES (ANGSTROEM)
Rb  0.86258  -0.89213  0.10233  0.8295
N  -3.70495  -2.69531  -0.12193  0.0804
C  -2.51476  -2.85125  0.41204  -0.2411
N  -1.94352  -1.64838  0.62908  -0.2725
C  -2.85731  -0.77454  0.09500  -0.0222
N  -3.95968  -1.37934  -0.32694  -0.6258
C  -2.72338  0.59480  -0.14478  0.5505
C  -3.79767  1.33008  -0.68123  -0.0982
N  -3.72118  2.59767  -0.97348  -0.6762
C  -2.57055  3.24012  -0.73331  -0.3594
C  -1.52498  2.57045  -0.10279  -0.0650
N  -1.64287  1.24366  0.14992  -0.0615
H  -4.35543  -3.43047  -0.37201  0.1970
H  -2.05566  -3.76001  0.74817  0.4974
H  -4.72077  0.86632  -0.99038  0.4522
H  -2.44529  4.24397  -1.11915  0.3975
H  -0.55879  2.96455  0.16884  0.1996
C  2.77172  0.34987  5.04622  -0.6839
C  1.88921  -0.84494  5.45987  -0.3200
C  1.30331  -1.36236  4.11849  -0.4942
O  2.19030  -0.91979  3.04535  -0.3222
C  2.68075  0.35024  3.48786  -0.1083
H  3.79375  0.25309  5.43696  0.2317
H  2.41291  1.29501  5.48291  0.2851
H  1.01564  -0.70216  6.13131  0.2878
H  2.50386  -1.66787  5.89968  0.1759
H  0.26027  -1.01907  3.89828  0.2392
H  1.26077  -2.46476  4.11320  0.3025
H  1.88609  1.08295  3.18821  -0.2024
H  3.60879  0.57188  2.93057  0.5566
N  -0.33410  0.52161  -7.94302  -0.6130
C  -0.18988  0.14631  -6.85745  0.0900
C  0.03999  -0.33262  -5.47022  0.6174
C  1.02106  0.27361  -4.71355  -0.6741
C  1.23138  -0.23336  -3.39057  -0.0508
C  0.43010  -1.21130  -2.81892  -0.5740
C  -0.47638  -1.84480  -3.61435  -0.4529
C  -0.65885  -1.41893  -4.93010  -0.3829
H  1.69430  1.00059  -5.14468  0.3765
H  2.11743  0.16631  -2.86198  0.2473
H  -1.10614  -2.65314  -3.17462  0.1915
H  -1.44533  -1.84746  -5.57167  0.2750
O  2.01298  1.67447  -0.88647  -0.5776
S  2.99469  1.99715  0.13825  0.9010
O  3.97426  2.94333  -0.26437  -0.6837
O  3.55027  0.78343  0.79667  -0.6352
S  1.80106  2.89253  1.72876  -0.7843

Molecular formula: C17H17NO11P2S
Method: DFT, ωB97M-V/def2-TZVPD

As for the total charge: 0. The frontier orbital gap is 0.2819 Eh. The energy above the lowest of the compared OMol25 structures with the same formula, charge and spin comes out at 4.7 kcal per mole. Its HOMO energy is -7.922 eV.

Last column: Mulliken charge in e.
CARTESIAN COORDINATES (ANGSTROEM)
O  1.25617  -7.63531  3.99838  -0.7906
O  4.01063  -2.80898  1.04426  -0.7337
O  -1.30122  6.24326  -0.88787  -0.5872
O  0.75316  5.93208  -2.15186  -0.6024
O  0.96939  -5.16435  3.76285  -0.4345
O  -0.89491  -6.98389  3.33560  -0.4930
O  3.97008  -0.86722  -0.36891  -0.5596
O  2.11175  -1.25617  1.33487  -0.4644
O  1.09329  -6.60216  1.61344  -0.3919
O  2.23407  -2.77718  -0.86087  -0.4493
O  0.86624  6.90951  0.15194  -0.4714
C  -0.69780  -5.20181  0.75960  -0.4218
C  1.65102  -4.72853  0.36957  -0.1023
C  -1.05526  -3.96827  0.12739  -0.7220
C  1.00145  2.81651  1.80702  -1.2667
C  -1.36682  2.01387  -2.57132  -1.5583
C  -1.23905  0.76590  -2.00087  -0.3131
C  0.88881  4.06484  1.21108  -0.2364
C  0.65730  -5.53531  0.89125  0.2491
C  1.29110  -3.53406  -0.26999  0.2114
C  -0.05046  -3.14647  -0.39379  0.1679
C  0.49948  1.69707  1.16795  -0.5654
C  -0.83138  3.11535  -1.92836  -0.8856
C  -0.56686  0.60232  -0.79862  0.6923
C  0.29267  4.18024  -0.04306  0.4919
C  -0.11987  1.77551  -0.07780  0.7451
C  -0.21143  3.05204  -0.68543  0.8050
N  -0.38574  -0.71745  -0.29471  -0.1501
C  -0.45578  -1.91868  -1.17936  -1.1416
P  0.61623  -6.58031  3.18910  1.0846
P  3.07764  -1.97103  0.27939  1.0771
S  0.11779  5.82362  -0.83151  1.0677
H  1.91355  -5.23651  3.78968  0.3360
H  -0.69277  -7.59253  4.03530  0.3438
H  4.73739  -1.37482  -0.61900  0.3216
H  2.73357  -0.85380  1.95272  0.3418
H  0.78040  7.70390  -0.39895  0.3927
H  -1.47881  -5.95116  1.04249  0.4360
H  2.69742  -5.03160  0.49657  0.5413
H  -2.09198  -3.75688  -0.05393  0.4743
H  1.52997  2.73896  2.73947  0.4073
H  -1.87341  2.14163  -3.52939  0.3539
H  -1.63465  -0.04899  -2.59794  0.3447
H  1.30912  4.93349  1.73478  0.4723
H  0.63727  0.72180  1.61912  0.5148
H  -0.92428  4.02986  -2.47510  0.3387
H  0.23939  -0.82119  0.50153  0.1223
H  -1.45070  -1.99994  -1.61788  0.5535
H  0.22373  -1.76856  -2.00139  0.4541

Molecular formula: C17H18AsF6IrNO10SSe
Method: DFT, ωB97M-V/def2-TZVPD

The multiplicity is 2. As for the total charge: -2. The frontier orbital gap (alpha / beta) is 0.2441 / 0.2182 Eh. The energy above the lowest of the compared OMol25 structures with the same formula, charge and spin comes out at 0.0 kcal per mole. Its HOMO energy (alpha / beta) is -2.112 / -2.108 eV.

Last column: Mulliken spin population.
CARTESIAN COORDINATES (ANGSTROEM)
Ir  -0.75118  0.80982  -0.37038  -0.1130
O  -4.45734  0.01734  -0.41836  0.0005
S  -3.50218  0.94803  0.12996  0.0503
O  -4.05578  1.93695  1.01530  0.0049
O  -2.37985  0.13305  0.89270  0.3241
O  -2.59958  1.55716  -0.93075  0.0128
C  -3.31860  -3.16898  3.00323  0.2102
As  -2.76277  -1.36975  2.35162  0.4148
C  -0.91166  -1.31144  2.83986  0.0187
C  -3.63768  -0.13835  3.54839  0.0296
H  -3.05390  -3.25751  4.06005  0.0161
H  -2.78388  -3.91376  2.41667  -0.0071
H  -4.39158  -3.29737  2.87302  -0.0017
H  -0.76719  -1.88489  3.75775  0.0083
H  -0.67932  -0.25364  2.99680  -0.0098
H  -0.34257  -1.73662  2.01767  0.0012
H  -3.70302  -0.59235  4.53909  0.0140
H  -4.62773  0.10830  3.17060  0.0001
H  -3.00126  0.75238  3.56628  -0.0047
C  2.23419  0.60198  3.67913  0.0004
C  2.45803  1.23990  2.30672  -0.0007
C  1.65264  0.62001  1.27116  0.0019
N  1.00536  0.11737  0.46299  0.0012
H  2.89075  1.08383  4.40470  0.0000
H  2.44518  -0.46976  3.66837  0.0003
H  1.19983  0.77892  3.97954  0.0008
H  3.50389  1.22134  1.99240  0.0000
H  2.09020  2.27971  2.34246  0.0001
O  -0.72821  1.69127  3.38750  -0.0002
Se  -0.82769  3.00840  2.36376  0.0011
O  -0.03460  4.19622  -1.78528  -0.0002
O  -0.25568  2.35037  0.83276  0.0030
O  0.49178  3.94972  2.69967  -0.0001
F  5.75077  0.31628  -5.03019  0.0000
C  4.57250  -0.35151  -5.14847  0.0000
F  4.25586  -0.25938  -6.47063  0.0000
F  4.85415  -1.65383  -4.93163  0.0000
C  3.51599  0.17919  -4.25238  -0.0002
C  3.30398  1.55624  -4.18383  0.0003
C  2.30990  2.06768  -3.38089  0.0001
C  1.47148  1.23195  -2.60870  0.0010
C  1.70451  -0.15110  -2.69772  -0.0032
C  2.70326  -0.66453  -3.50302  0.0004
C  0.42938  1.76250  -1.75475  -0.0013
C  0.20000  3.05817  -1.75477  -0.0017
H  3.93206  2.22746  -4.75830  -0.0001
H  2.17195  3.14201  -3.33180  -0.0001
H  1.07552  -0.81649  -2.12609  0.0011
H  2.85143  -1.73586  -3.54955  0.0001
F  -1.54237  -4.22394  -2.07363  -0.0002
C  -1.80737  -2.93654  -2.37173  -0.0071
F  -1.18833  -2.67885  -3.53759  0.0000
F  -3.13102  -2.85582  -2.59806  -0.0005
C  -1.37232  -1.97081  -1.22757  0.0083
O  -1.23061  -2.45932  -0.11567  0.0117
O  -1.22935  -0.79113  -1.65837  0.0149